(1)
Formula: C11H23GaO3P2
Source: the OMol25 dataset
Level of theory: ωB97M-V with the def2-TZVPD basis set

Each line ends with the natural charge from an NBO analysis.
Atoms and positions in Å:
Ga  1.475  -0.763  0.204  0.411
P  0.162  -2.685  0.124  0.033
P  0.763  -0.219  2.712  1.733
O  1.098  0.452  4.148  -0.885
O  0.784  1.293  1.734  -0.834
O  -0.653  -0.963  3.313  -0.869
C  1.302  -2.488  3.951  -0.689
C  -0.148  -2.080  4.202  -0.074
C  0.406  1.275  5.128  -0.052
C  -1.280  1.255  -1.827  -0.288
C  -1.076  1.179  5.389  -0.641
C  0.856  1.695  -1.118  -0.224
C  -0.439  2.179  -1.122  -0.310
C  -0.520  0.123  -2.132  -0.267
C  0.871  0.313  -1.602  -0.656
C  0.821  2.695  2.060  -0.059
C  -0.554  3.246  2.263  -0.639
H  1.755  2.231  -0.848  0.207
H  -0.231  -1.710  5.228  0.188
H  1.069  -3.676  -0.371  0.054
H  -0.915  3.017  3.258  0.196
H  -0.773  3.146  -0.741  0.200
H  -0.828  -0.731  -2.733  0.199
H  -1.413  0.227  5.799  0.213
H  1.445  -3.356  4.613  0.231
H  -1.694  1.456  4.531  0.222
H  1.532  2.952  2.862  0.176
H  0.647  2.312  4.830  0.182
H  -0.813  -2.946  4.058  0.198
H  -2.312  1.465  -2.097  0.207
H  -1.264  2.959  1.479  0.236
H  -1.285  1.911  6.188  0.222
H  1.709  -0.096  -2.145  0.245
H  1.315  3.157  1.200  0.197
H  -0.487  4.328  2.180  0.214
H  -0.267  -3.230  1.358  0.039
H  2.082  -1.757  4.266  0.244
H  1.517  -2.805  2.914  0.221
H  0.955  0.995  6.031  0.192
H  -1.009  -2.734  -0.700  0.029

Summary:
**HOMO level (alpha / beta)**: -5.81 / -5.82 eV
**Frontier orbital gap (alpha / beta)**: 5.8 / 5.8 eV



(2)
Formula: C11H23N2O2
Source: the OMol25 dataset
Level of theory: ωB97M-V with the def2-TZVPD basis set

Each line ends with the natural charge from an NBO analysis.
Atoms and positions in Å:
O  -2.347  -0.603  -0.864  -0.734
O  -4.116  -2.308  0.771  -0.720
N  0.142  0.409  0.061  -0.056
N  -0.185  -0.590  1.043  -0.623
C  2.172  0.152  -1.297  -0.414
C  2.504  0.326  0.188  -0.231
C  -2.369  0.786  -0.555  0.072
C  4.770  -0.212  1.018  -0.046
C  0.695  -0.224  -1.219  -0.209
C  1.336  1.177  0.600  -0.195
C  -0.972  1.385  -0.201  -0.247
C  3.902  0.858  0.531  -0.472
C  5.487  -1.085  1.417  -0.181
C  -3.070  -2.671  1.649  -0.242
C  -2.997  1.573  -1.686  -0.635
H  4.369  1.289  -0.355  0.246
H  0.577  -1.300  -1.118  0.231
H  -3.458  -3.409  2.345  0.206
H  -3.014  0.877  0.318  0.203
H  -2.234  -3.122  1.101  0.148
H  6.091  -1.877  1.770  0.246
H  3.843  1.628  1.300  0.244
H  0.112  0.091  -2.079  0.226
H  -2.709  -1.809  2.225  0.134
H  -0.639  2.040  -1.004  0.227
H  2.750  -0.602  -1.821  0.258
H  -2.471  1.374  -2.624  0.206
H  -2.148  -0.721  -1.799  0.484
H  2.268  1.127  -1.779  0.211
H  1.235  1.360  1.666  0.248
H  -3.769  -1.674  0.136  0.474
H  -0.933  -0.225  1.620  0.375
H  -0.534  -1.405  0.557  0.392
H  2.403  -0.674  0.615  0.243
H  -4.037  1.284  -1.812  0.249
H  1.348  2.138  0.086  0.214
H  -2.950  2.645  -1.502  0.234
H  -1.050  1.994  0.698  0.233

Summary:
**Charge**: +1
**HOMO level**: -12.85 eV
**Energy relative to the best compared isomer or geometry (same formula, charge and spin)**: 2.847 eV
**Frontier orbital gap**: 10.1 eV



(3)
Formula: C11H23N5O3S
Source: the OMol25 dataset
Level of theory: ωB97M-V with the def2-TZVPD basis set

Each line ends with the natural charge from an NBO analysis.
Atoms and positions in Å:
S  -5.421  -1.686  -0.484  0.199
O  -2.587  2.483  -0.542  -0.575
O  -0.850  0.703  1.443  -0.633
O  -4.555  1.386  -0.718  -0.686
N  -1.054  0.307  -0.794  -0.626
N  5.851  0.116  -0.381  -0.628
N  1.364  2.287  1.120  -0.829
N  7.691  -0.844  -1.209  -0.770
N  6.821  -1.594  0.894  -0.838
C  3.455  0.664  0.130  -0.397
C  -0.387  0.767  0.327  0.695
C  -2.500  0.086  -0.692  -0.165
C  -6.144  -1.044  1.023  -0.765
C  -2.946  -0.873  0.436  -0.438
C  4.534  -0.409  -0.118  -0.212
C  6.895  -0.780  -0.217  0.574
C  -3.758  -2.076  0.067  -0.538
C  1.013  1.307  0.102  -0.128
C  -3.224  1.463  -0.651  0.782
C  2.062  0.110  0.168  -0.389
H  3.729  1.126  1.101  0.221
H  1.111  1.753  -0.917  0.193
H  -2.012  -1.213  0.862  0.254
H  6.671  -1.086  1.741  0.387
H  8.601  -1.344  -1.018  0.329
H  1.217  1.800  2.035  0.365
H  0.721  3.081  1.231  0.374
H  -0.702  0.608  -1.695  0.402
H  1.918  -0.480  1.042  0.204
H  -3.229  -2.709  -0.647  0.238
H  -2.776  -0.347  -1.679  0.219
H  -6.160  -1.728  1.872  0.225
H  -5.518  -0.168  1.288  0.221
H  -3.877  -2.653  0.998  0.226
H  -3.380  -0.294  1.276  0.229
H  -7.153  -0.645  0.786  0.248
H  7.597  -2.230  0.879  0.387
H  1.885  -0.546  -0.653  0.202
H  5.908  0.561  -1.327  0.400
H  4.533  -1.093  0.768  0.204
H  3.490  1.402  -0.706  0.195
H  -4.814  0.469  -0.814  0.484
H  4.210  -1.055  -0.997  0.159

Summary:
**Structure (SMILES)**: [H]/N=C(\N)NCCC[C@H](N)C(=O)N[C@@H](CCSC)C(=O)O
**HOMO level**: -8.91 eV
**Energy relative to the best compared isomer or geometry (same formula, charge and spin)**: 0.850 eV
**Frontier orbital gap**: 9.4 eV



(4)
Formula: C11H23NO10
Source: the OMol25 dataset
Level of theory: ωB97M-V with the def2-TZVPD basis set

Each line ends with the natural charge from an NBO analysis.
Atoms and positions in Å:
O  0.001  2.502  2.964  -0.517
O  4.356  0.843  2.192  -0.542
O  -1.536  0.087  -3.504  -0.960
O  3.689  -2.082  -2.655  -0.944
O  0.830  -1.380  -4.381  -0.982
O  -1.574  -1.777  -6.447  -0.954
O  -2.617  4.385  4.077  -0.944
O  -1.115  -3.213  2.210  -0.936
O  -3.226  -0.513  1.673  -0.558
O  -3.367  -0.390  4.573  -0.954
N  -2.014  1.492  2.093  -0.714
C  0.622  -1.104  -1.454  -0.173
C  3.191  -0.241  2.120  -0.161
C  2.957  1.415  2.155  0.067
C  0.051  0.939  0.892  -0.172
C  1.675  -0.020  -1.014  -0.214
C  2.466  2.087  0.644  -0.479
C  -0.540  1.774  2.106  0.679
C  -0.975  -0.133  0.429  -0.146
C  -0.767  -1.180  -0.721  -0.182
C  1.406  1.001  0.152  0.065
C  -2.207  0.171  1.421  0.683
H  -3.162  3.817  4.634  0.471
H  -1.584  -1.924  -0.982  0.257
H  -1.803  0.066  -4.434  0.484
H  -1.319  -2.292  2.013  0.467
H  0.169  -0.813  -3.958  0.499
H  -2.121  -2.361  -5.907  0.479
H  2.483  1.885  3.149  0.240
H  2.676  0.012  -1.581  0.250
H  -3.367  -0.506  3.611  0.480
H  -2.319  2.259  1.460  0.406
H  -1.040  -2.382  -6.977  0.478
H  -1.834  -3.498  2.787  0.472
H  -2.197  0.651  -3.084  0.487
H  4.349  -1.411  -2.872  0.467
H  2.003  3.095  0.904  0.248
H  3.411  2.145  0.011  0.248
H  3.023  -0.792  3.101  0.217
H  -2.100  3.765  3.546  0.472
H  0.870  -1.842  -2.281  0.264
H  -4.296  -0.474  4.818  0.464
H  3.325  -0.753  1.105  0.221
H  0.559  -1.398  -5.308  0.483
H  2.969  -1.913  -3.280  0.483

Summary:
**Structure (SMILES)**: O=C1NC(=O)c2c(C[C@H]3CO3)cccc21.O.O.O.O.O.O.O
**HOMO level**: -9.21 eV
**Energy relative to the best compared isomer or geometry (same formula, charge and spin)**: 4.138 eV
**Frontier orbital gap**: 7.9 eV



- What is the formula in the fourth record?
  C11H23NO10



What did the third record say?
Formula: C11H23N5O3S
Source: the OMol25 dataset
Level of theory: ωB97M-V with the def2-TZVPD basis set

Each line ends with the natural charge from an NBO analysis.
Atoms and positions in Å:
S  -5.421  -1.686  -0.484  0.199
O  -2.587  2.483  -0.542  -0.575
O  -0.850  0.703  1.443  -0.633
O  -4.555  1.386  -0.718  -0.686
N  -1.054  0.307  -0.794  -0.626
N  5.851  0.116  -0.381  -0.628
N  1.364  2.287  1.120  -0.829
N  7.691  -0.844  -1.209  -0.770
N  6.821  -1.594  0.894  -0.838
C  3.455  0.664  0.130  -0.397
C  -0.387  0.767  0.327  0.695
C  -2.500  0.086  -0.692  -0.165
C  -6.144  -1.044  1.023  -0.765
C  -2.946  -0.873  0.436  -0.438
C  4.534  -0.409  -0.118  -0.212
C  6.895  -0.780  -0.217  0.574
C  -3.758  -2.076  0.067  -0.538
C  1.013  1.307  0.102  -0.128
C  -3.224  1.463  -0.651  0.782
C  2.062  0.110  0.168  -0.389
H  3.729  1.126  1.101  0.221
H  1.111  1.753  -0.917  0.193
H  -2.012  -1.213  0.862  0.254
H  6.671  -1.086  1.741  0.387
H  8.601  -1.344  -1.018  0.329
H  1.217  1.800  2.035  0.365
H  0.721  3.081  1.231  0.374
H  -0.702  0.608  -1.695  0.402
H  1.918  -0.480  1.042  0.204
H  -3.229  -2.709  -0.647  0.238
H  -2.776  -0.347  -1.679  0.219
H  -6.160  -1.728  1.872  0.225
H  -5.518  -0.168  1.288  0.221
H  -3.877  -2.653  0.998  0.226
H  -3.380  -0.294  1.276  0.229
H  -7.153  -0.645  0.786  0.248
H  7.597  -2.230  0.879  0.387
H  1.885  -0.546  -0.653  0.202
H  5.908  0.561  -1.327  0.400
H  4.533  -1.093  0.768  0.204
H  3.490  1.402  -0.706  0.195
H  -4.814  0.469  -0.814  0.484
H  4.210  -1.055  -0.997  0.159

Summary:
**Structure (SMILES)**: [H]/N=C(\N)NCCC[C@H](N)C(=O)N[C@@H](CCSC)C(=O)O
**HOMO level**: -8.91 eV
**Energy relative to the best compared isomer or geometry (same formula, charge and spin)**: 0.850 eV
**Frontier orbital gap**: 9.4 eV